18
Properties=species:S:1:pos:R:3:forces:R:3 method="wB97M-V/def2-TZVPD" multiplicity=1 homo_energy_ha=-0.3091 energy_ha=-347.5476 de_lowest_ev=11.308 charge=0
O -0.266 0.582 -1.416 -0.309 4.172 1.265
C -1.792 -1.293 -0.026 -1.670 0.330 -0.897
C -1.221 0.010 -0.578 -5.582 2.391 -2.448
C 0.290 1.483 -0.268 2.877 -1.479 0.368
C 2.155 -0.983 -0.086 -2.984 0.116 -0.035
C 0.714 -1.002 -0.300 6.386 -1.352 -2.728
C -0.107 0.695 1.161 1.585 3.740 0.346
C -0.588 -0.494 0.565 2.645 -3.546 -0.673
H 3.192 -0.738 -0.928 -3.963 -1.369 2.755
H -3.074 -1.165 0.105 4.364 -0.808 0.220
H 0.815 0.849 1.672 0.790 -1.256 0.992
H -1.266 -2.208 -0.325 -1.409 -0.161 -0.043
H -2.140 0.835 -0.436 2.473 -1.947 0.077
H 2.253 -1.183 0.983 1.653 0.738 0.006
H -0.833 1.213 1.787 -0.409 0.374 -0.563
H 0.727 -0.960 -1.464 -1.351 -1.024 2.402
H 1.357 2.036 -0.337 -1.742 -2.565 -0.446
H -0.214 2.321 -0.109 -3.354 3.645 -0.598